No. 1
{"formula": "C34H22CoN9", "method": "wB97M-V/def2-TZVPD", "elements": ["C", "H", "C", "H", "H", "H", "C", "H", "C", "C", "N", "H", "H", "H", "C", "C", "C", "N", "C", "N", "N", "C", "H", "C", "H", "C", "C", "C", "H", "C", "H", "C", "C", "H", "N", "C", "C", "H", "C", "N", "H", "H", "C", "C", "H", "C", "Co", "C", "N", "H", "H", "C", "C", "C", "C", "C", "C", "C", "C", "H", "N", "H", "H", "C", "N", "C"], "coordinates": [[10.666, 20.850, 6.394], [11.666, 12.913, 6.927], [12.097, 22.793, 6.116], [6.283, 18.701, 7.849], [11.278, 7.638, 9.867], [9.238, 11.714, 11.730], [12.290, 13.809, 6.849], [8.766, 13.446, 4.896], [9.310, 11.944, 7.771], [9.597, 21.655, 5.899], [7.816, 15.679, 7.666], [8.578, 10.671, 4.744], [12.636, 18.778, 6.452], [14.297, 13.117, 6.547], [10.371, 9.522, 9.372], [9.497, 10.741, 11.261], [5.529, 15.516, 8.035], [11.541, 14.949, 6.957], [6.743, 14.951, 7.873], [5.351, 16.837, 8.073], [11.059, 23.532, 5.762], [13.613, 13.969, 6.531], [11.186, 15.132, 12.329], [8.766, 11.292, 5.622], [13.029, 23.345, 6.195], [10.191, 13.203, 9.736], [7.712, 17.051, 7.659], [13.557, 16.250, 6.606], [9.053, 9.754, 7.177], [8.975, 17.693, 7.399], [8.330, 19.724, 7.220], [9.854, 10.735, 9.886], [8.991, 10.824, 6.905], [9.564, 9.783, 13.082], [14.250, 15.151, 6.419], [11.274, 17.237, 7.070], [9.832, 22.965, 5.526], [9.151, 23.567, 5.021], [12.202, 16.133, 6.932], [10.004, 16.806, 7.333], [12.807, 20.794, 6.571], [10.669, 9.469, 8.324], [6.415, 17.616, 7.887], [11.924, 21.436, 6.356], [11.400, 12.469, 11.511], [10.776, 14.629, 11.453], [9.702, 15.055, 7.487], [10.142, 15.295, 10.414], [9.782, 14.476, 9.362], [9.912, 16.378, 10.406], [4.623, 14.922, 8.072], [11.580, 18.579, 6.781], [10.125, 8.447, 11.486], [10.626, 8.441, 10.162], [9.662, 9.605, 12.062], [9.908, 7.275, 12.290], [8.841, 12.709, 5.719], [9.211, 19.062, 7.219], [10.514, 19.522, 6.798], [6.968, 13.872, 8.017], [9.820, 6.311, 12.896], [8.606, 21.279, 5.815], [14.040, 17.233, 6.469], [9.793, 11.981, 9.115], [9.190, 13.174, 6.945], [10.868, 13.305, 11.018]], "mulliken_spin": [0.000, 0.018, -0.002, 0.000, 0.000, -0.003, 0.001, 0.026, 0.177, 0.006, -0.034, 0.004, -0.003, 0.000, 0.059, 0.087, 0.004, -0.055, 0.000, 0.004, 0.008, -0.002, 0.005, 0.070, 0.000, 0.252, -0.020, -0.008, -0.003, 0.068, -0.002, 0.030, 0.137, -0.001, 0.012, 0.062, -0.003, 0.000, -0.028, 0.025, 0.001, 0.000, -0.001, 0.007, 0.003, -0.004, 0.875, 0.356, 0.023, 0.016, 0.000, -0.007, 0.050, -0.024, -0.030, -0.005, 0.309, -0.013, 0.016, 0.010, 0.019, 0.000, 0.000, 0.252, 0.025, 0.230], "largest_force_ev_per_a": 4.1, "energy_ha": -3184.102280, "total_charge": 1, "spin_multiplicity": 4, "relative_energy_ev": 1.977}

---

No. 2
{"formula": "C34H23Cl7CoN6O8S", "method": "wB97M-V/def2-TZVPD", "elements": ["H", "C", "C", "Cl", "C", "C", "O", "Co", "H", "Cl", "Cl", "C", "N", "C", "C", "Cl", "H", "H", "H", "C", "N", "C", "C", "O", "H", "H", "C", "O", "H", "N", "C", "O", "H", "C", "C", "H", "O", "H", "C", "C", "C", "C", "C", "O", "H", "Cl", "C", "C", "C", "H", "S", "C", "H", "Cl", "H", "H", "N", "C", "H", "C", "N", "C", "C", "Cl", "H", "H", "O", "H", "C", "H", "C", "C", "C", "O", "H", "N", "H", "C", "C", "C"], "coordinates": [[4.655, -0.737, 2.246], [0.715, 7.255, -4.553], [-2.756, -1.213, 2.355], [3.569, 8.590, -7.005], [0.003, 2.237, -2.002], [-2.710, -4.452, -2.020], [-0.744, 0.947, 1.541], [-0.279, -0.286, -0.448], [0.964, 8.917, -5.899], [-3.964, -5.390, -2.781], [3.355, 4.384, -3.679], [-1.842, 4.974, 0.222], [-0.819, 1.522, -1.282], [-0.428, 6.518, -1.199], [2.508, -0.347, -0.326], [-1.384, -6.787, -1.658], [-0.659, -4.355, 4.913], [-1.140, 7.339, -1.094], [-3.171, -1.984, 5.618], [2.341, -0.481, -1.850], [-3.396, -0.670, 1.293], [3.280, 6.517, -5.299], [3.683, -0.668, 0.334], [0.392, 1.513, 3.391], [1.438, 5.243, 0.614], [-0.285, 7.532, -4.249], [2.686, 7.642, -5.841], [3.383, -0.645, -2.498], [2.677, 0.275, 3.434], [-1.658, -2.627, 4.355], [-2.010, 2.844, -2.628], [1.164, -0.340, -2.262], [1.111, 4.940, -2.202], [-3.359, -1.158, 3.659], [-2.850, -3.059, -1.898], [-3.965, 0.142, 1.456], [0.218, -2.148, -0.284], [4.498, -1.070, -0.249], [0.463, 5.266, -3.024], [0.270, 0.975, 2.275], [-1.871, -2.278, -1.308], [-0.053, 4.051, 1.607], [2.569, 5.766, -4.376], [-0.631, 6.002, -2.515], [-1.751, -3.670, 6.150], [-3.356, 5.392, -0.482], [-1.573, -5.062, -1.533], [-0.632, 5.503, -0.120], [-0.565, -4.295, -0.928], [-0.804, 4.315, -4.476], [-1.737, 3.808, 1.471], [-2.774, -1.909, 4.612], [-0.164, -2.924, 5.807], [0.868, -5.047, -0.304], [-4.253, -0.587, 3.852], [-2.764, 3.386, -3.166], [1.458, 0.143, 0.338], [-1.024, -3.438, 5.371], [-2.954, 1.399, -1.263], [-0.061, 4.012, -3.737], [-1.643, -1.849, 2.113], [1.406, 8.028, -5.472], [-2.085, 1.876, -1.676], [-4.285, -2.262, -2.485], [-2.872, -0.708, 0.414], [0.586, 6.929, -1.123], [-1.956, -0.980, -1.169], [4.280, 6.226, -5.583], [-0.994, -2.534, 3.085], [1.075, 2.165, -1.970], [1.526, 0.366, 1.653], [1.270, 6.111, -3.991], [-0.675, -2.908, -0.813], [0.093, -3.061, 2.997], [0.494, 3.468, 2.331], [-0.664, 3.070, -2.832], [0.766, 3.523, -4.254], [2.670, 0.076, 2.373], [0.398, 4.965, 0.706], [3.756, -0.471, 1.703]], "mulliken_spin": [-0.001, 0.000, 0.000, 0.000, -0.001, 0.000, 0.029, 0.929, 0.000, 0.000, 0.000, 0.000, 0.017, 0.000, 0.007, 0.000, 0.000, 0.000, 0.000, -0.003, 0.002, 0.000, 0.004, -0.001, 0.000, 0.000, 0.000, 0.000, 0.000, 0.000, 0.000, 0.029, 0.000, -0.001, 0.003, 0.000, -0.002, 0.000, 0.000, -0.005, 0.005, 0.000, 0.000, 0.000, 0.000, 0.000, 0.000, 0.000, 0.001, 0.000, 0.000, 0.000, 0.000, 0.000, 0.000, 0.000, -0.020, 0.000, -0.001, 0.000, 0.007, 0.000, 0.001, 0.000, 0.000, 0.000, 0.002, 0.000, 0.001, 0.003, -0.001, 0.000, -0.005, 0.000, 0.000, 0.000, 0.000, 0.000, 0.000, -0.002], "largest_force_ev_per_a": 0.9, "energy_ha": -7242.462127, "total_charge": -2, "spin_multiplicity": 2, "relative_energy_ev": 0.292}

---

No. 3
{"formula": "C34H23Cl7CoN6O8S", "method": "wB97M-V/def2-TZVPD", "elements": ["C", "C", "Cl", "N", "H", "H", "H", "Cl", "C", "H", "C", "C", "Cl", "O", "N", "C", "C", "N", "C", "O", "O", "O", "C", "H", "C", "C", "C", "C", "C", "C", "H", "H", "H", "N", "C", "C", "C", "H", "O", "H", "C", "N", "H", "C", "H", "C", "N", "H", "C", "H", "C", "C", "H", "Co", "H", "O", "H", "C", "Cl", "C", "C", "C", "C", "O", "H", "H", "C", "H", "H", "H", "C", "Cl", "O", "C", "S", "C", "Cl", "C", "H", "Cl"], "coordinates": [[3.386, -4.667, 2.625], [1.229, -1.778, 3.875], [-4.334, -1.868, 3.208], [-1.533, -0.986, -0.038], [2.232, 3.551, 1.183], [1.117, 3.481, -3.995], [-3.547, 1.642, 0.705], [-2.201, -6.775, -0.065], [-1.941, -4.343, 1.063], [-3.289, -1.328, -3.619], [1.004, 2.990, -3.029], [-2.203, -1.470, -1.145], [-6.269, -4.335, 2.643], [1.877, 3.666, -2.114], [1.730, -0.274, 0.389], [1.373, 7.541, -0.797], [-3.766, 0.368, -0.967], [2.498, 1.785, 0.133], [3.199, 0.993, -0.756], [2.661, -3.871, -1.511], [1.519, -1.884, 5.079], [-1.593, -2.311, 2.186], [1.779, -2.921, 2.972], [0.528, 3.068, -0.666], [2.456, 1.113, -3.843], [1.370, 1.543, -3.145], [-0.367, 6.813, 0.685], [0.346, 7.824, 0.077], [-3.176, 0.786, 0.160], [1.312, -0.750, -2.739], [-1.171, 7.039, 1.372], [3.944, 1.398, -1.423], [3.007, -1.175, -1.086], [1.477, -2.959, 1.670], [1.888, -3.425, -0.655], [2.455, 3.224, 0.167], [0.986, 5.165, -0.477], [3.416, 3.640, -0.139], [-1.921, -2.469, -1.765], [3.688, -5.174, 0.531], [1.381, 3.736, -0.792], [-3.325, -0.725, -1.611], [-0.884, -0.218, 2.309], [-3.756, -3.266, 2.318], [-4.811, -0.582, -3.057], [-0.034, 5.493, 0.402], [-1.498, 0.433, 1.797], [-0.034, 3.105, -2.703], [1.635, 0.961, 0.803], [-4.617, 0.875, -1.403], [-3.993, -1.250, -2.792], [2.711, -0.267, -0.581], [1.920, 8.350, -1.264], [-0.022, -2.122, 0.835], [-2.064, 1.028, 2.372], [0.902, -2.641, -0.841], [2.470, 5.967, -1.763], [2.718, -3.806, 3.482], [-5.185, -6.801, 1.025], [2.172, -3.720, 0.820], [0.703, 0.446, -2.517], [-4.623, -4.360, 2.060], [1.681, 6.215, -1.064], [-0.777, -4.218, 0.572], [-4.379, -2.248, -2.592], [2.915, -3.767, 4.545], [-2.426, -3.262, 1.920], [4.119, -5.365, 3.014], [1.097, -1.723, -2.310], [-0.175, 0.561, -1.888], [-4.142, -5.436, 1.348], [-0.062, 9.480, 0.421], [0.634, -0.838, 3.290], [-2.047, 0.038, 0.650], [2.686, -0.577, -3.740], [-2.814, -5.427, 0.861], [-0.927, 4.237, 1.198], [3.146, -4.589, 1.262], [0.988, 1.307, 1.598], [3.547, 2.110, -4.736]], "mulliken_spin": [-0.002, -0.001, 0.000, -0.006, 0.000, 0.000, 0.000, 0.000, 0.008, 0.000, 0.000, -0.010, 0.000, 0.000, 0.028, 0.000, 0.000, -0.001, 0.003, -0.001, 0.000, -0.007, 0.002, 0.000, 0.000, 0.000, 0.000, 0.000, 0.001, 0.001, 0.000, 0.000, 0.001, -0.025, -0.005, 0.000, 0.000, 0.000, 0.001, 0.000, 0.001, 0.000, 0.009, -0.004, 0.000, 0.000, 0.004, 0.000, -0.005, 0.000, 0.000, 0.005, 0.000, 0.967, -0.001, -0.008, 0.000, 0.001, 0.000, 0.008, 0.000, 0.000, 0.000, 0.050, 0.000, 0.000, -0.008, 0.000, 0.001, 0.000, 0.000, 0.000, 0.001, -0.019, 0.000, 0.010, 0.000, 0.003, -0.001, 0.000], "largest_force_ev_per_a": 1.4, "energy_ha": -7242.418559, "total_charge": -2, "spin_multiplicity": 2, "relative_energy_ev": 1.478}